Entry from the Open Molecules 2025 dataset: the molecule C8H10O3 (ωB97M-V/def2-TZVPD).

SMILES	CC1(C)O[C@@H]2C=CC(=O)[C@H]1O2
relative energy (zero: lowest compared OMol25 entry of this formula, charge and spin)	217.6	kJ/mol
highest occupied orbital energy	-9.418	eV
gap between HOMO and LUMO	0.344	Ha
strongest force on any atom	0.0550	hartree/bohr
LUMO energy	-0.048	eV
total energy	-536.4712	hartree

XYZ file:
```
21
Properties=species:S:1:pos:R:3:forces:R:3
C 0.854 -1.016 1.410 -0.612 0.822 2.032
C 1.053 -0.330 0.121 0.682 1.185 -0.343
C 2.343 -0.797 -0.376 2.072 -0.450 -1.754
C 0.055 1.709 -0.185 -1.968 -0.106 -0.477
C -0.062 -0.368 -0.951 -1.480 0.139 0.313
C -1.346 -0.790 -0.222 -0.242 -1.802 -2.002
C -1.873 0.302 0.554 -0.984 0.981 1.655
C -1.075 1.336 0.780 0.359 2.326 -1.565
H 1.796 -0.890 2.052 -1.418 -0.413 -0.994
H 0.643 -2.065 1.153 -0.135 0.240 0.800
H 0.036 -0.427 1.916 0.695 -1.588 0.055
H 2.346 -1.805 -0.868 -0.370 0.969 0.292
H 3.100 -0.852 0.393 0.048 0.057 0.355
H 2.683 -0.023 -1.048 0.399 -0.146 -0.771
H 0.136 2.840 -0.416 0.007 -1.967 0.403
H -0.035 -0.893 -1.905 0.849 -0.787 0.555
H -2.780 0.366 1.137 -0.240 -1.171 0.115
H -1.163 2.096 1.542 -0.748 -0.148 0.347
O 1.155 1.157 0.379 2.274 -1.395 0.027
O -0.211 0.962 -1.383 0.646 1.580 0.283
O -1.749 -1.948 -0.337 0.166 1.674 0.673
```
Forces are in eV/Å.

***

Entry from the Open Molecules 2025 dataset: a structure of composition C15H34ClCuInN (ωB97M-V/def2-TZVPD).

highest occupied orbital energy	-7.531	eV
gap between HOMO and LUMO	0.203	Ha
strongest force on any atom	0.0390	hartree/bohr
LUMO energy	-2.016	eV
total energy	-2937.3680	hartree

XYZ file:
```
53
Properties=species:S:1:pos:R:3:forces:R:3
C -1.062 3.298 -4.270 0.106 -0.155 -0.025
C -0.362 3.285 -2.905 -0.129 0.014 -0.034
C -0.995 2.338 -1.871 0.320 -0.147 -0.007
C -1.079 0.871 -2.344 0.084 0.121 -0.378
C -2.464 0.473 -2.890 -0.167 0.295 0.111
C -3.508 0.081 -1.818 -0.167 -0.248 -0.072
C -2.974 -0.757 -0.645 -0.010 -0.043 0.033
C -2.233 -2.034 -1.072 -0.122 -0.200 0.077
C -1.418 -2.685 0.065 -0.485 0.265 -0.274
In 0.383 -1.641 0.746 0.288 -1.904 -0.158
C 2.000 -1.473 -0.723 0.157 0.649 0.031
Cl -0.141 0.805 1.396 -1.756 0.922 -0.275
C 1.240 -2.672 2.561 -0.238 0.171 -0.335
C 2.723 -2.292 2.747 0.569 -0.269 0.277
C 2.981 -1.356 3.954 -0.059 0.315 -0.748
C 1.839 -0.325 3.941 -0.204 0.248 1.238
C 2.147 1.113 3.615 0.677 -0.323 -0.556
N 2.560 1.055 2.175 0.271 1.303 0.628
H -0.920 2.342 -4.794 -0.102 0.204 0.140
H -0.647 4.081 -4.916 -0.137 -0.120 0.139
H -2.142 3.459 -4.160 0.219 0.067 -0.054
H -0.365 4.309 -2.497 0.101 -0.257 -0.080
H 0.689 2.980 -3.043 -0.235 0.182 0.021
H -1.990 2.708 -1.582 0.202 -0.100 0.024
H -0.346 2.354 -0.982 -0.325 0.149 -0.055
H -0.336 0.733 -3.149 -0.136 -0.009 0.239
H -0.760 0.207 -1.533 -0.147 0.069 -0.157
H -2.865 1.346 -3.431 0.082 -0.328 0.008
H -2.384 -0.327 -3.639 0.137 0.083 0.273
H -4.291 -0.513 -2.316 0.133 0.217 0.050
H -4.022 0.977 -1.436 0.233 -0.182 0.005
H -2.333 -0.142 0.004 -0.046 -0.116 -0.197
H -3.827 -1.057 -0.013 0.207 0.129 -0.106
H -2.991 -2.757 -1.425 0.174 0.224 -0.060
H -1.577 -1.836 -1.936 -0.150 -0.011 0.244
H -2.090 -2.913 0.908 0.201 0.073 -0.140
H -1.044 -3.656 -0.302 0.061 0.221 0.215
H 1.646 -1.332 -1.752 0.042 -0.114 0.212
H 2.642 -2.363 -0.673 -0.231 0.148 -0.008
H 2.635 -0.605 -0.477 -0.076 -0.255 -0.127
H 0.634 -2.404 3.437 0.177 -0.453 -0.121
H 1.133 -3.753 2.387 -0.076 0.287 -0.023
H 3.358 -3.188 2.839 -0.180 0.163 0.013
H 3.099 -1.762 1.857 -0.034 -0.159 0.223
H 3.035 -1.870 4.923 -0.158 -0.057 -0.323
H 3.955 -0.869 3.792 -0.225 -0.021 0.182
H 1.261 -0.350 4.876 0.104 -0.077 -0.117
H 1.151 -0.613 3.154 -0.171 0.087 0.355
H 2.973 1.577 4.169 -0.174 -0.241 0.036
H 1.222 1.685 3.828 0.168 0.090 -0.149
H 1.763 0.774 1.585 1.156 -0.289 0.255
H 2.955 1.948 1.866 0.838 -0.211 -0.328
Cu 1.146 2.749 1.772 -0.764 -0.406 -0.123
```
Forces are in eV/Å.

***

Entry from the Open Molecules 2025 dataset: a cluster of 4 separate species, H8O4 in total (ωB97M-V/def2-TZVPD).

SMILES	O.O.O.O
relative energy (zero: lowest compared OMol25 entry of this formula, charge and spin)	11.8	kJ/mol
highest occupied orbital energy	-11.514	eV
gap between HOMO and LUMO	0.455	Ha
strongest force on any atom	0.0300	hartree/bohr
LUMO energy	0.862	eV
total energy	-305.7747	hartree

XYZ file:
```
12
Properties=species:S:1:pos:R:3:forces:R:3
H 0.976 1.847 1.349 -0.257 -0.969 0.217
H 1.303 0.483 0.673 -0.526 0.024 0.555
H -0.903 0.770 0.965 -0.192 -0.049 0.000
H -2.294 0.122 1.297 0.585 0.640 -0.853
H -1.203 -0.418 -0.737 0.286 -0.361 -0.348
H -1.054 -0.659 -2.278 0.547 -0.455 1.145
H 0.966 -0.759 -1.003 -0.322 0.082 -0.237
H 2.130 -1.400 -0.242 -0.084 0.774 -0.307
O 0.749 0.890 1.404 0.850 1.038 -0.683
O -1.813 0.629 0.600 -0.432 -0.702 0.789
O -0.697 -0.961 -1.405 -1.038 0.817 -0.797
O 1.840 -0.545 -0.622 0.583 -0.839 0.519
```
Forces are in eV/Å.

***

Entry from the Open Molecules 2025 dataset: a cluster of 7 separate species, C10H37BO11 in total (ωB97M-V/def2-TZVPD).

relative energy (zero: lowest compared OMol25 entry of this formula, charge and spin)	18.2	kJ/mol
highest occupied orbital energy	-9.669	eV
gap between HOMO and LUMO	0.359	Ha
strongest force on any atom	0.0383	hartree/bohr
LUMO energy	0.099	eV
total energy	-1255.5052	hartree

XYZ file:
```
59
Properties=species:S:1:pos:R:3:forces:R:3
O -0.917 0.169 -0.540 -0.047 -0.344 0.446
H -0.837 0.885 0.140 0.146 0.086 -0.363
H -0.026 0.050 -1.053 -0.147 0.208 -0.066
H -1.221 -0.693 -0.135 0.100 0.212 -0.298
B 1.621 -0.023 -2.104 -0.311 0.079 -0.085
H 1.159 -0.938 -1.545 -0.246 -1.375 0.662
H 2.648 0.310 -1.687 1.063 0.428 0.596
H 1.767 -0.236 -3.237 -0.071 -0.384 -1.252
H 0.868 0.852 -1.974 -0.681 1.410 0.055
C -3.059 1.702 2.520 -0.558 -0.535 -0.980
C -2.371 0.420 2.907 0.767 -0.282 1.791
O -2.304 -0.537 1.868 -0.375 0.509 -0.337
O -2.896 2.640 3.549 0.271 -0.080 0.316
H -4.116 1.503 2.315 -0.080 0.007 0.068
H -2.621 2.024 1.570 0.069 0.205 0.039
H -2.801 -0.039 3.804 -0.664 0.143 -0.170
H -1.383 0.678 3.316 0.296 0.122 -0.607
H -2.044 -1.365 2.279 0.240 0.044 -0.024
H -3.239 3.492 3.270 0.035 0.045 -0.056
C 4.314 -0.056 1.108 -1.015 0.636 -0.572
C 3.527 -1.238 0.548 0.248 -0.658 0.189
O 3.979 -1.617 -0.739 -0.306 0.391 -0.011
O 4.124 1.144 0.341 0.099 -0.278 -0.008
H 5.363 -0.349 1.099 0.103 0.208 0.085
H 3.978 0.240 2.107 0.197 -0.632 0.295
H 2.436 -1.139 0.518 -0.045 0.669 0.092
H 3.688 -2.086 1.225 0.237 -0.057 -0.062
H 3.482 -1.043 -1.366 0.401 -0.531 0.296
H 3.445 0.970 -0.327 0.166 0.063 -0.069
C -1.329 -1.712 -5.326 -0.244 0.599 -0.099
C -1.610 -1.136 -3.937 0.526 -0.944 -0.548
O -1.034 0.134 -3.789 -0.148 0.160 0.105
O -1.951 -0.874 -6.300 -0.160 -0.264 0.044
H -1.735 -2.721 -5.407 -0.163 0.026 -0.090
H -0.263 -1.764 -5.560 0.158 -0.016 0.345
H -1.242 -1.853 -3.193 0.061 0.081 0.196
H -2.693 -1.065 -3.846 -0.069 0.241 0.157
H -0.084 0.027 -3.604 -0.095 0.114 -0.050
H -1.945 0.017 -5.929 0.156 0.009 -0.092
C 0.073 -3.164 1.413 0.911 -0.772 0.180
C -1.264 -3.323 0.745 -0.478 0.068 -0.547
O -1.411 -2.404 -0.365 0.241 -0.461 0.471
O 0.160 -2.024 2.243 -0.583 0.515 -0.222
H 0.826 -3.193 0.614 -0.051 0.469 -0.008
H 0.328 -4.040 2.025 -0.520 -0.153 -0.113
H -2.160 -3.204 1.359 0.292 0.002 0.507
H -1.319 -4.335 0.339 0.192 -0.092 0.103
H -1.970 -2.862 -1.000 -0.038 0.387 -0.218
H 1.064 -1.863 2.524 0.114 -0.149 -0.125
C 0.386 3.636 2.569 -1.311 0.155 -0.142
C 0.737 3.080 1.221 0.904 -0.778 -0.139
O -0.388 2.541 0.502 0.198 1.077 0.559
O -0.499 4.770 2.470 0.554 0.019 -0.567
H 1.295 3.897 3.116 -0.075 -0.184 0.136
H -0.254 2.901 3.068 0.525 -0.006 0.373
H 1.443 2.260 1.377 -0.020 -0.016 -0.156
H 1.258 3.816 0.598 -0.109 0.020 -0.038
H -0.936 3.334 0.408 -0.436 -0.517 -0.266
H -0.049 5.404 1.891 -0.220 0.100 0.276
```
Forces are in eV/Å.

***

Entry from the Open Molecules 2025 dataset: a cluster of 8 separate species, C8H32O8 in total (ωB97M-V/def2-TZVPD).

SMILES	CO.CO.CO.CO.CO.CO.CO.CO
relative energy (zero: lowest compared OMol25 entry of this formula, charge and spin)	269.6	kJ/mol
highest occupied orbital energy	-9.417	eV
gap between HOMO and LUMO	0.352	Ha
strongest force on any atom	0.0263	hartree/bohr
LUMO energy	0.159	eV
total energy	-925.7891	hartree

XYZ file:
```
48
Properties=species:S:1:pos:R:3:forces:R:3
C -9.341 -9.516 12.610 0.788 -0.161 0.145
O -8.200 -9.336 11.763 -0.587 0.297 0.173
H -9.644 -8.553 13.026 -0.296 -0.070 -0.028
H -10.158 -9.983 12.063 -0.008 0.082 -0.083
H -9.048 -10.161 13.443 -0.277 -0.032 0.072
H -7.831 -8.489 12.055 0.449 -0.360 -0.259
C -13.989 -4.633 15.291 0.481 -0.351 0.064
O -14.152 -4.077 16.569 0.156 -0.067 0.445
H -14.811 -4.316 14.657 -0.069 0.038 -0.032
H -13.039 -4.336 14.829 -0.035 0.242 -0.091
H -13.957 -5.729 15.323 -0.243 -0.070 -0.025
H -13.410 -4.400 17.129 -0.357 0.267 -0.455
C -8.146 -6.096 11.408 0.319 0.508 0.343
O -7.259 -6.788 12.291 -0.271 -0.041 -0.006
H -7.649 -5.842 10.471 -0.094 -0.136 -0.103
H -9.004 -6.736 11.229 0.062 -0.093 -0.080
H -8.485 -5.171 11.881 -0.129 0.000 -0.075
H -6.497 -6.242 12.493 0.030 0.014 -0.072
C -11.714 -8.705 17.515 -0.178 0.393 -0.255
O -10.361 -8.764 17.090 -0.081 -0.389 0.300
H -12.114 -9.678 17.796 0.455 -0.228 -0.153
H -11.838 -8.062 18.390 -0.035 0.139 -0.111
H -12.324 -8.337 16.681 -0.226 0.107 0.238
H -10.043 -7.855 17.039 0.121 0.034 0.017
C -7.119 -3.621 15.506 0.256 0.229 0.103
O -8.172 -3.642 16.461 -0.187 0.124 -0.178
H -6.570 -4.565 15.532 0.057 -0.015 -0.167
H -7.522 -3.433 14.512 -0.215 -0.241 0.028
H -6.424 -2.801 15.696 0.032 -0.066 0.143
H -7.822 -3.336 17.309 0.059 -0.173 0.150
C -9.978 -6.233 14.982 0.094 -0.028 -0.099
O -9.633 -6.033 16.353 -0.312 0.138 0.070
H -10.590 -7.132 14.914 0.135 -0.041 0.071
H -10.572 -5.406 14.581 0.154 0.070 0.051
H -9.061 -6.374 14.402 -0.175 -0.001 -0.176
H -9.133 -5.197 16.426 0.155 -0.014 0.009
C -11.094 -3.858 18.551 -0.083 -0.238 -0.085
O -11.771 -4.822 17.751 0.219 0.013 -0.110
H -10.356 -4.368 19.176 0.011 0.214 0.129
H -10.601 -3.085 17.955 0.021 -0.088 -0.085
H -11.843 -3.370 19.171 0.054 -0.069 0.096
H -11.108 -5.283 17.201 -0.159 0.038 0.206
C -6.779 -5.137 19.173 -0.088 0.161 1.338
O -6.865 -3.718 19.025 -0.106 0.038 -0.802
H -5.822 -5.431 19.606 0.145 -0.032 -0.353
H -7.527 -5.433 19.915 -0.118 -0.249 -0.247
H -6.961 -5.654 18.237 0.015 0.217 -0.173
H -6.298 -3.267 19.651 0.062 -0.110 0.113
```
Forces are in eV/Å.

***

Entry from the Open Molecules 2025 dataset: the molecule C4H3FO (ωB97M-V/def2-TZVPD).

relative energy (zero: lowest compared OMol25 entry of this formula, charge and spin)	111.1	kJ/mol
highest occupied orbital energy (alpha / beta)	-6.590 / -10.448	eV
gap between HOMO and LUMO (alpha / beta)	0.275 / 0.268	Ha
multiplicity	3
strongest force on any atom	0.2132	hartree/bohr
LUMO energy (alpha / beta)	0.891 / -3.160	eV
total energy	-329.0330	hartree

XYZ file:
```
9
Properties=species:S:1:pos:R:3:forces:R:3
C -1.657 -0.873 -1.406 2.716 1.884 1.699
C -0.813 -0.281 -0.720 0.041 0.597 -0.607
C 1.228 -0.176 1.054 -10.850 -1.508 0.499
C 0.223 0.745 0.237 -4.036 -2.207 0.202
O 2.374 0.025 1.010 9.311 1.449 -0.343
F 0.803 1.749 -0.437 0.309 -0.694 -0.311
H -2.265 -1.310 -2.164 -0.158 -0.184 0.233
H 0.763 -1.103 1.593 0.737 1.508 -1.056
H -0.657 1.225 0.832 1.930 -0.845 -0.315
```
Forces are in eV/Å.

***

Entry from the Open Molecules 2025 dataset: a cluster of 2 separate species, C4H8O3 in total (ωB97M-V/def2-TZVPD).

SMILES	CC=C(O)O.C=O
relative energy (zero: lowest compared OMol25 entry of this formula, charge and spin)	469.5	kJ/mol
highest occupied orbital energy (alpha / beta)	-8.462 / -8.199	eV
gap between HOMO and LUMO (alpha / beta)	0.286 / 0.286	Ha
strongest force on any atom	0.0662	hartree/bohr
LUMO energy (alpha / beta)	-0.685 / -0.414	eV
total energy	-382.7860	hartree

XYZ file:
```
15
Properties=species:S:1:pos:R:3:forces:R:3
C 0.004 -0.610 0.036 -2.943 -0.567 1.616
C -0.458 0.719 0.100 1.285 0.174 -0.490
C 2.050 -0.228 -0.690 2.867 1.355 1.114
C -1.873 1.134 0.105 -0.540 0.439 -1.437
O 2.364 0.380 0.383 -0.839 -1.216 -1.485
O 0.442 -1.230 1.210 1.003 0.108 -1.081
O -0.893 -1.474 -0.563 0.673 0.286 -0.037
H -0.904 -2.295 -0.055 0.062 0.008 0.029
H 1.197 -0.698 1.521 0.138 -0.029 0.053
H 0.285 1.502 0.143 0.133 -0.135 0.538
H 2.293 0.300 -1.627 -1.137 0.324 -0.085
H 2.277 -1.296 -0.849 -0.889 -0.284 0.663
H -1.958 2.199 -0.124 0.046 -0.056 0.228
H -2.480 0.644 -0.661 0.043 -0.223 0.197
H -2.347 0.955 1.071 0.098 -0.186 0.178
```
Forces are in eV/Å.